[1]
{"formula": "C8H13Cl2INO11P2PdS", "method": "ωB97M-V/def2-TZVPD", "species": ["Pd", "C", "C", "O", "P", "O", "O", "O", "P", "O", "O", "O", "H", "H", "H", "H", "H", "H", "H", "I", "C", "C", "C", "C", "C", "N", "H", "H", "H", "H", "O", "S", "O", "O", "O", "Cl", "C", "Cl", "H", "H"], "positions_angstrom": [[-0.918, -0.390, -0.366], [2.394, 2.724, -1.199], [1.560, 1.835, -2.113], [1.765, 2.084, -3.490], [1.945, 0.049, -1.845], [3.498, -0.117, -1.714], [1.604, -0.733, -3.161], [1.267, -0.401, -0.594], [-0.215, 1.867, -1.690], [-0.708, 3.211, -2.345], [-0.816, 0.588, -2.288], [-0.432, 1.798, -0.189], [3.445, 2.644, -1.473], [2.273, 2.436, -0.155], [2.080, 3.763, -1.306], [1.501, 2.991, -3.694], [3.962, -0.338, -2.533], [0.694, -0.582, -3.469], [-1.635, 3.452, -2.207], [-2.801, 1.703, 2.135], [-1.218, 0.595, 2.953], [-1.186, 0.489, 4.332], [-0.168, -0.284, 4.876], [0.745, -0.886, 4.030], [0.612, -0.704, 2.660], [-0.363, 0.031, 2.124], [-1.925, 0.971, 4.953], [-0.100, -0.411, 5.948], [1.554, -1.490, 4.415], [1.309, -1.145, 1.958], [-4.246, -2.266, 0.126], [-3.301, -1.296, 0.528], [-1.929, -1.882, 0.787], [-2.877, -0.274, -0.552], [-3.735, -0.544, 1.739], [0.619, -3.627, -0.452], [-0.784, -4.040, -1.433], [-1.399, -2.651, -2.367], [-1.586, -4.374, -0.785], [-0.481, -4.797, -2.146]], "orbital_gap_ha": [0.138, 0.139], "de_lowest_ev": 6.6731, "total_charge": 1}

[2]
{"formula": "C8H12", "method": "ωB97M-V/def2-TZVPD", "species": ["C", "C", "C", "C", "C", "C", "C", "C", "H", "H", "H", "H", "H", "H", "H", "H", "H", "H", "H", "H"], "positions_angstrom": [[1.947, -1.375, 0.792], [0.999, -0.474, 0.979], [0.172, 0.364, -0.022], [0.601, 0.693, -1.225], [1.221, -0.200, -2.282], [-1.300, 0.507, 0.463], [-2.013, 1.513, -0.172], [-1.684, -0.182, 1.789], [2.513, -1.632, -0.110], [2.181, -2.092, 1.580], [0.858, -0.058, 1.962], [0.521, 1.720, -1.449], [0.739, -1.134, -2.579], [2.247, -0.471, -2.055], [1.195, 0.368, -3.215], [-1.799, 1.822, -1.163], [-2.931, 1.788, 0.311], [-1.540, -1.252, 1.759], [-2.815, 0.008, 1.963], [-1.112, 0.088, 2.677]], "orbital_gap_ha": 0.280, "de_lowest_ev": 3.6392, "smiles": "C=C/C(=C\\C)C(=C)C"}

[3]
{"formula": "C3H5NO2", "method": "ωB97M-V/def2-TZVPD", "species": ["O", "C", "C", "O", "C", "N", "H", "H", "H", "H", "H"], "positions_angstrom": [[-1.637, -0.893, -0.354], [-0.652, -0.073, -0.279], [-0.644, 1.236, 0.506], [0.733, 0.971, 0.870], [0.765, -0.225, 0.185], [1.607, -1.142, 0.119], [-0.923, -1.482, -1.119], [-0.100, -0.984, -1.810], [-0.745, 2.197, -0.002], [-1.308, 1.186, 1.374], [2.400, -0.970, 0.733]], "orbital_gap_ha": [0.284, 0.284], "de_lowest_ev": 6.6145}

[4]
{"formula": "C17H29CrN2O4P2", "method": "ωB97M-V/def2-TZVPD", "species": ["C", "C", "N", "C", "C", "C", "C", "P", "Cr", "P", "C", "C", "C", "C", "C", "C", "C", "O", "O", "H", "H", "H", "C", "C", "H", "H", "H", "H", "C", "C", "H", "H", "H", "H", "H", "H", "H", "H", "H", "H", "H", "H", "H", "H", "H", "H", "H", "H", "H", "H", "H", "H", "O", "N", "O"], "positions_angstrom": [[-3.619, 0.423, -1.541], [-2.247, 0.339, -1.345], [-1.730, -0.358, -0.301], [-2.556, -0.765, 0.706], [-3.930, -0.749, 0.533], [-4.484, -0.141, -0.601], [-1.360, 0.891, -2.438], [0.365, 0.570, -2.056], [0.307, -0.779, -0.111], [-0.215, -0.886, 2.138], [-1.958, -1.419, 1.949], [2.368, -0.325, 0.317], [3.023, -1.393, -0.269], [4.419, -1.383, -0.329], [5.111, -0.501, 0.510], [4.445, 0.573, 1.121], [3.049, 0.698, 0.957], [-1.738, 4.552, -1.137], [-1.391, 3.361, 2.013], [-3.959, 0.865, -2.479], [-4.515, -1.222, 1.331], [-5.566, -0.146, -0.757], [0.666, -0.684, -3.328], [1.331, 2.010, -2.488], [-2.541, -1.197, 2.864], [-2.008, -2.518, 1.798], [-1.521, 1.938, -2.635], [-1.542, 0.370, -3.405], [0.566, -2.441, 2.693], [-0.213, 0.322, 3.500], [2.420, -2.212, -0.675], [4.925, -2.071, -1.010], [6.175, -0.655, 0.676], [5.007, 1.308, 1.702], [2.476, 1.555, 1.311], [-1.302, 2.507, 1.565], [-0.692, 3.939, 1.622], [-1.832, 3.942, -0.379], [-2.653, 4.830, -1.340], [0.451, 0.800, -0.366], [0.233, -0.273, -4.255], [1.735, -0.895, -3.461], [0.168, -1.632, -3.069], [1.404, 2.067, -3.586], [0.800, 2.887, -2.088], [2.333, 1.948, -2.039], [-0.764, -0.004, 4.397], [0.842, 0.468, 3.774], [-0.627, 1.291, 3.178], [0.313, -2.720, 3.728], [0.276, -3.255, 1.999], [1.650, -2.267, 2.615], [-1.101, -4.437, 0.300], [-0.726, -4.103, -0.831], [-0.068, -3.022, -0.977]], "s2": 3.89, "orbital_gap_ha": [0.264, 0.250], "de_lowest_ev": 0.0877, "multiplicity": 4}

[5]
{"formula": "C24H64O8", "method": "ωB97M-V/def2-TZVPD", "species": ["C", "C", "C", "O", "H", "H", "H", "H", "H", "H", "H", "H", "C", "C", "C", "O", "H", "H", "H", "H", "H", "H", "H", "H", "C", "C", "C", "O", "H", "H", "H", "H", "H", "H", "H", "H", "C", "C", "C", "O", "H", "H", "H", "H", "H", "H", "H", "H", "C", "C", "C", "O", "H", "H", "H", "H", "H", "H", "H", "H", "C", "C", "C", "O", "H", "H", "H", "H", "H", "H", "H", "H", "C", "C", "C", "O", "H", "H", "H", "H", "H", "H", "H", "H", "C", "C", "C", "O", "H", "H", "H", "H", "H", "H", "H", "H"], "positions_angstrom": [[4.892, 3.501, -2.384], [3.430, 3.977, -2.521], [2.478, 2.763, -2.894], [3.030, 4.612, -1.311], [5.171, 3.130, -3.416], [5.031, 2.699, -1.698], [5.454, 4.330, -2.096], [3.457, 4.687, -3.387], [2.892, 2.221, -3.764], [1.426, 3.048, -3.111], [2.484, 2.000, -2.074], [2.068, 4.730, -1.317], [2.395, -3.711, 1.809], [2.108, -5.086, 1.308], [2.066, -6.042, 2.505], [0.839, -5.315, 0.697], [3.485, -3.504, 1.930], [1.812, -3.410, 2.659], [2.194, -2.908, 1.020], [2.846, -5.411, 0.520], [1.826, -7.075, 2.177], [1.293, -5.612, 3.235], [2.980, -6.059, 3.085], [0.624, -4.784, -0.097], [4.716, -1.531, -1.948], [3.466, -2.214, -2.503], [3.396, -3.594, -2.056], [2.173, -1.565, -2.093], [5.600, -1.924, -2.418], [4.795, -1.692, -0.860], [4.772, -0.445, -2.078], [3.478, -2.127, -3.609], [4.204, -4.170, -2.527], [2.456, -4.040, -2.479], [3.466, -3.585, -0.979], [2.303, -0.613, -2.134], [-5.650, 3.630, 3.287], [-4.993, 3.432, 1.971], [-5.241, 4.632, 1.029], [-3.530, 3.137, 1.964], [-5.195, 2.919, 3.998], [-6.721, 3.409, 3.207], [-5.665, 4.662, 3.629], [-5.407, 2.643, 1.412], [-6.242, 4.846, 0.740], [-4.678, 4.493, 0.101], [-4.838, 5.499, 1.498], [-3.067, 4.012, 1.994], [-2.409, 1.001, -2.781], [-2.806, 2.092, -1.762], [-1.488, 2.762, -1.336], [-3.678, 3.097, -2.239], [-1.926, 1.382, -3.643], [-3.295, 0.365, -3.029], [-1.823, 0.226, -2.230], [-3.216, 1.639, -0.826], [-1.230, 3.412, -2.162], [-0.685, 1.996, -1.176], [-1.723, 3.283, -0.406], [-4.527, 2.644, -2.436], [-1.173, -3.838, 3.656], [-2.198, -4.893, 3.199], [-1.545, -6.299, 2.854], [-3.260, -5.045, 4.109], [-1.646, -2.915, 4.034], [-0.434, -3.495, 2.969], [-0.609, -4.263, 4.499], [-2.650, -4.604, 2.240], [-0.835, -6.259, 2.029], [-2.381, -6.977, 2.716], [-1.102, -6.517, 3.811], [-2.771, -5.630, 4.709], [1.208, 4.937, 1.939], [0.855, 5.970, 0.795], [2.005, 6.910, 0.493], [0.605, 5.222, -0.337], [0.297, 4.340, 1.814], [1.298, 5.231, 2.972], [1.977, 4.234, 1.586], [0.002, 6.645, 0.995], [2.976, 6.499, 0.540], [1.929, 7.682, 1.289], [1.807, 7.365, -0.431], [-0.138, 4.599, -0.334], [-1.645, -2.853, -0.224], [-1.223, -3.522, -1.538], [-1.479, -2.537, -2.689], [0.093, -3.952, -1.588], [-2.658, -2.396, -0.401], [-0.915, -2.144, 0.012], [-1.721, -3.532, 0.637], [-1.896, -4.370, -1.602], [-2.503, -2.171, -2.482], [-1.299, -3.012, -3.682], [-0.777, -1.658, -2.649], [0.735, -3.250, -1.934]], "orbital_gap_ha": 0.374, "de_lowest_ev": 3.3860, "smiles": "CC(C)O.CC(C)O.CC(C)O.CC(C)O.CC(C)O.CC(C)O.CC(C)O.CC(C)O"}

| no. | E (eV) |
| --- | --- |
| 1 | -98551.1353 |
| 2 | -8485.9432 |
| 3 | -8771.0802 |
| 4 | -76264.1834 |
| 5 | -42303.1725 |